Entry 1:
A molecular structure, C14H7BrNO6Zn. Source: OMol25; level of theory: ωB97M-V/def2-TZVPD.

```
30
Properties=species:S:1:pos:R:3:forces:R:3
Zn -0.002087 -0.345929 0.518975 0.00 -0.03 0.01
O -3.487947 1.871974 0.440296 0.00 -0.03 0.01
C -2.374050 1.359573 0.479971 -0.02 -0.02 -0.03
O -2.058844 0.136041 0.637090 0.07 0.03 -0.01
C -1.167758 2.298999 0.339695 0.03 0.04 0.01
C -1.210284 3.678643 0.234062 0.02 0.00 -0.01
C -0.000797 4.363371 0.173993 0.00 0.01 0.00
C 1.208363 3.678146 0.233931 -0.02 0.00 -0.01
C 1.165541 2.298513 0.339508 -0.03 0.04 0.00
N -0.001279 1.676769 0.369064 0.00 -0.04 0.06
C 2.371385 1.358377 0.479048 0.03 -0.01 -0.01
O 3.485494 1.870868 0.440755 -0.01 -0.03 0.01
O 2.055725 0.135054 0.636267 -0.07 0.03 -0.02
H -2.168553 4.176945 0.209829 0.00 0.00 0.00
H -0.000633 5.444061 0.092800 0.00 0.00 0.00
H 2.166822 4.176078 0.209466 0.00 0.00 0.00
Br -0.001072 -6.776266 -3.296924 0.00 -0.01 0.00
C -0.000276 -6.076338 -1.528533 0.00 0.01 0.00
C 0.000874 -6.955410 -0.457827 0.00 0.00 0.00
C 0.001430 -6.441612 0.831706 0.00 0.00 0.00
C 0.000813 -5.070920 1.040386 0.00 -0.03 0.00
C -0.000320 -4.207135 -0.046033 0.00 0.01 -0.02
C -0.000850 -4.706774 -1.342832 0.00 -0.03 0.01
C -0.001059 -2.724150 0.170604 0.00 0.08 0.03
O -0.001035 -2.276458 1.348714 0.00 0.01 0.00
O -0.001727 -1.954967 -0.826835 0.00 -0.05 -0.03
H 0.001311 -8.022733 -0.631145 0.00 0.00 0.00
H 0.002344 -7.121146 1.674349 0.00 0.00 0.00
H 0.001216 -4.649377 2.035831 0.00 0.01 0.00
H -0.001746 -4.016598 -2.174210 0.00 0.00 0.00
```
Forces are in eV/Å.

Results
Relative energy (zero: lowest compared OMol25 entry of this formula, charge and spin)   0.000 eV
Multiplicity   1
DFT total energy   -146873.55260 eV
Gap between HOMO and LUMO   8.82 eV
E_HOMO   -6.383 eV
Charge   -1


Entry 2:
3 unconnected molecules or ions with the total composition C21H24ClF16O7P2. Source: OMol25; level of theory: ωB97M-V/def2-TZVPD.

```
71
Properties=species:S:1:pos:R:3:forces:R:3
C -5.463021 2.564287 -1.498499 -0.11 0.33 0.27
C -5.214155 1.639177 -2.652316 0.04 -0.03 0.15
O -6.112195 1.334331 -3.385960 -0.76 -0.43 -0.56
O -4.008872 1.112713 -2.843805 0.40 0.48 -0.18
C -2.868974 1.918478 -2.463369 0.81 -0.67 0.75
P -2.100532 1.370235 -0.799660 -1.21 -0.05 0.48
C -1.936553 -0.459322 -1.345898 0.17 0.32 -0.11
C -0.951680 -0.904289 -2.231865 -0.24 -0.29 0.22
C -0.841205 -2.249053 -2.585644 -0.41 0.38 0.37
C -1.741565 -3.164881 -2.050930 0.16 -0.08 -0.11
C -2.738396 -2.738802 -1.178366 0.12 0.37 -0.07
C -2.837640 -1.394997 -0.834015 0.44 -0.23 -0.36
O -0.492535 1.767719 -1.322162 -0.09 0.28 -0.06
C 0.517829 1.337942 -0.488607 0.31 -1.20 -0.22
C -0.097204 0.664660 0.776216 0.46 0.38 0.83
P 0.732410 1.526526 2.207295 -0.42 0.77 -0.10
O 2.112848 0.634330 2.393762 -0.11 -0.41 -0.01
Cl -0.336054 0.817184 3.855239 0.06 -0.39 -0.34
O -1.437061 0.914745 0.796748 -0.14 0.09 -0.05
H -6.530494 2.736354 -1.454130 -0.17 0.05 -0.05
H -5.137351 2.143749 -0.555376 0.27 -0.14 0.09
H -4.967577 3.523223 -1.618422 0.12 0.08 -0.03
H -2.115606 1.779505 -3.233041 -0.09 0.03 -0.28
H -3.131440 2.967726 -2.388012 -0.07 0.15 -0.15
H -3.392816 1.016554 -0.274376 -0.04 0.06 -0.04
H -2.275984 2.715583 -0.271083 0.19 -0.02 -0.12
H -0.253015 -0.188216 -2.637580 0.07 0.09 -0.10
H -0.050551 -2.540531 -3.257007 0.02 -0.25 -0.13
H -1.655991 -4.210660 -2.315703 -0.05 -0.09 0.00
H -3.448698 -3.433747 -0.756582 -0.04 -0.23 -0.02
H -3.621595 -1.078344 -0.162273 -0.05 0.13 0.12
H 1.220921 2.143335 -0.248840 -0.06 0.31 0.08
H 1.099498 0.541303 -0.971444 0.21 0.12 -0.21
H 0.177853 -0.395998 0.858768 -0.13 -0.14 -0.25
H 2.770888 0.953374 1.769439 0.19 0.10 0.02
C 3.603899 -1.543215 -7.046633 0.51 0.31 -0.20
C 2.864809 -1.578102 -5.699596 -0.41 0.04 -0.32
C 3.070177 -2.800417 -4.802538 0.04 -0.07 0.28
F 2.637825 -3.930809 -5.400893 0.02 0.06 -0.07
F 2.357166 -2.626526 -3.670573 0.07 0.00 -0.04
F 1.549520 -1.367307 -5.897761 0.04 -0.06 0.04
F 3.346735 -0.521888 -4.983829 0.17 -0.02 0.06
O 2.879167 -1.910122 -8.206853 -0.40 -0.22 0.29
C 2.788170 -3.208789 -8.626510 0.33 0.27 0.03
C 1.341420 -3.711054 -8.605205 -0.19 -0.04 -0.05
F 0.830738 -3.634746 -7.365806 0.04 -0.04 0.00
F 1.326373 -5.007119 -8.997561 0.01 0.01 -0.02
F 3.609025 -4.025381 -7.940870 -0.07 -0.03 0.03
F 3.190240 -3.238825 -9.919393 0.02 -0.07 -0.09
H 3.830632 -0.490571 -7.205853 -0.07 0.03 0.02
H 4.565078 -2.055026 -6.992251 -0.10 -0.19 0.11
H 4.125065 -2.918383 -4.537789 0.00 0.03 -0.05
H 0.728911 -3.116698 -9.286140 0.03 0.00 -0.01
C 0.054198 1.127701 9.594129 -0.59 -0.04 0.30
C 1.481144 0.640458 9.893859 -0.05 -0.09 -0.53
C 2.489293 1.665406 10.417699 0.17 0.03 0.17
F 2.710724 2.648070 9.526003 -0.04 -0.03 -0.01
F 3.669388 1.037471 10.647459 -0.06 0.01 0.00
F 1.986658 0.002240 8.821537 0.04 0.04 0.06
F 1.360289 -0.282788 10.896816 -0.03 0.07 0.16
O -0.284258 1.415967 8.256667 0.58 -0.02 -0.17
C -0.061466 2.654598 7.703126 -0.31 -0.07 0.31
C 0.918979 2.583861 6.532809 0.12 -0.12 -0.32
F 2.105507 2.082253 6.946430 -0.04 0.04 0.07
F 1.135130 3.838563 6.072169 -0.04 0.03 0.04
F 0.320214 3.554108 8.637404 0.08 -0.02 -0.06
F -1.239710 3.082650 7.207096 -0.05 0.09 -0.03
H -0.579689 0.278299 9.844543 0.05 -0.06 -0.02
H -0.239877 1.933443 10.268174 0.22 0.10 -0.01
H 2.140407 2.102286 11.357811 -0.03 -0.01 -0.02
H 0.514631 1.956198 5.729821 0.09 0.19 0.23
```
Forces are in eV/Å.

Results
Multiplicity   1
DFT total energy   -111080.21628 eV
Gap between HOMO and LUMO   6.95 eV
E_HOMO   -4.953 eV
Charge   -1


Entry 3:
A single C2HNO3 molecule. Source: OMol25; level of theory: ωB97M-V/def2-TZVPD.

```
7
Properties=species:S:1:pos:R:3:forces:R:3
O 2.221081 -0.808992 -0.144620 -0.62 -0.63 -0.42
C 1.320879 -0.069827 -0.097850 3.67 -1.28 0.20
N 0.777613 0.984114 0.111490 -1.14 2.71 0.20
O -0.584781 1.122601 0.023540 -0.23 0.59 -0.07
C -1.137854 -0.104119 0.040619 -1.84 -0.48 -0.45
O -2.278688 -0.323709 -0.203376 0.81 0.10 0.36
H -0.318248 -0.800070 0.270199 -0.65 -1.01 0.19
```
Forces are in eV/Å.

Results
Relative energy (zero: lowest compared OMol25 entry of this formula, charge and spin)   2.819 eV
Multiplicity   1
DFT total energy   -9719.61000 eV
Gap between HOMO and LUMO   10.50 eV
SMILES   O=C=NOC=O
E_HOMO   -10.955 eV


Entry 4:
A single C25H27N5O2 molecule. Source: OMol25; level of theory: ωB97M-V/def2-TZVPD.

```
59
Properties=species:S:1:pos:R:3:forces:R:3
C -2.082044 0.492590 -2.143809 -0.10 0.17 0.38
C -2.726872 1.465214 -1.159706 0.06 0.05 -0.52
O -2.739925 0.980018 0.166123 0.14 -0.16 0.42
C -1.570537 0.885969 0.858799 -0.17 -0.09 0.21
C -0.373064 1.472065 0.488471 -0.17 0.04 -0.01
C 0.775156 1.314055 1.256367 0.01 -0.10 0.17
C 2.096948 1.920506 0.826602 0.02 -0.07 0.04
N 2.162761 2.343868 -0.550956 -0.02 0.52 0.19
C 1.903045 1.490558 -1.599592 0.10 -0.20 -0.38
C 1.921839 0.099645 -1.460150 0.04 0.16 0.14
C 1.686939 -0.715515 -2.548283 -0.07 0.06 -0.13
C 1.426315 -0.181555 -3.805225 -0.10 -0.09 -0.10
C 1.226399 -1.089115 -4.988659 0.00 0.09 0.08
N 2.497105 -1.526531 -5.557251 0.00 0.31 -0.42
C 3.125897 -2.588658 -4.995434 0.56 -0.52 -0.02
N 2.581314 -3.520689 -4.236154 -0.59 0.55 -0.08
C 3.594612 -4.388661 -4.026488 0.37 0.25 -0.29
N 4.722594 -4.063536 -4.597170 0.64 -0.55 0.17
N 4.428726 -2.896422 -5.221773 -0.64 0.15 0.14
C 1.420246 1.200357 -3.949190 -0.07 -0.15 0.07
C 1.647621 2.024242 -2.866921 0.00 0.07 0.11
C 0.703372 0.580221 2.425468 0.08 0.14 -0.23
C -0.494073 0.009604 2.830040 -0.20 -0.13 0.03
C -1.634567 0.142779 2.057407 0.01 0.09 -0.23
O -2.852805 -0.398218 2.344042 0.03 0.17 -0.14
C -2.981455 -1.191883 3.499982 -0.11 -0.28 0.15
C -2.848485 -0.429409 4.797228 -0.01 0.04 -0.06
C -2.437822 -1.080749 5.953191 -0.05 0.02 -0.15
C -2.334311 -0.388021 7.146018 0.01 -0.03 0.11
C -2.633655 0.963225 7.192610 0.02 0.03 0.11
C -3.042496 1.616995 6.043000 -0.03 0.06 0.01
C -3.153868 0.923462 4.851198 -0.03 -0.06 -0.06
H -2.596099 -0.464042 -2.102861 -0.06 -0.11 -0.03
H -1.033452 0.329125 -1.907291 0.13 -0.02 -0.05
H -2.153242 0.890107 -3.152514 0.01 0.04 -0.14
H -3.785112 1.594326 -1.403736 0.16 0.07 0.02
H -2.242593 2.449339 -1.212906 -0.09 -0.06 0.04
H -0.321999 2.051675 -0.418728 -0.01 0.00 -0.12
H 2.895493 1.191865 1.009079 -0.05 0.09 0.08
H 2.313498 2.795326 1.448232 0.06 -0.11 -0.10
H 1.895237 3.301794 -0.719378 0.06 -0.11 0.02
H 2.104370 -0.345495 -0.495711 0.01 -0.05 0.14
H 1.700512 -1.788554 -2.428124 -0.01 -0.12 0.03
H 0.695122 -1.995040 -4.694684 -0.07 0.12 -0.11
H 0.672827 -0.577886 -5.781020 -0.04 -0.09 0.11
H 3.105206 -0.774324 -5.851488 -0.07 -0.09 0.08
H 3.478959 -5.273196 -3.434920 0.07 -0.24 0.12
H 5.122244 -2.422367 -5.775165 -0.09 -0.07 0.07
H 1.220366 1.638273 -4.917828 -0.04 0.05 -0.10
H 1.627453 3.098594 -2.992533 0.01 0.11 -0.01
H 1.585147 0.447576 3.034680 0.12 -0.04 0.08
H -0.521690 -0.543063 3.755189 -0.05 -0.06 0.07
H -3.994158 -1.606596 3.427955 0.21 0.00 0.00
H -2.269056 -2.029329 3.477236 -0.07 0.10 0.00
H -2.198628 -2.134636 5.916972 0.05 -0.11 -0.01
H -2.015218 -0.903200 8.040202 0.03 -0.04 0.07
H -2.547855 1.504353 8.123307 0.01 0.04 0.07
H -3.277649 2.670735 6.074319 -0.02 0.09 0.00
H -3.474591 1.428229 3.951928 0.00 0.06 -0.09
```
Forces are in eV/Å.

Results
Relative energy (zero: lowest compared OMol25 entry of this formula, charge and spin)   2.928 eV
Multiplicity   1
DFT total energy   -37908.52742 eV
Gap between HOMO and LUMO   8.51 eV
SMILES   CCOc1cc(CNc2ccc(CNc3ncn[nH]3)cc2)ccc1OCc1ccccc1
E_HOMO   -7.805 eV


Largest force on an atom (hartree/bohr)
0.00166; 0.02523; 0.07568; 0.01674